A structure of composition C5H15ClNSi in a non-equilibrium geometry, computed with ωB97M-V/def2-TZVPD.

Last column: Mulliken charge in e.
Positions of all 23 atoms, in Å:
Cl (-0.222172, 3.429100, 1.006407)  -0.1773
Si (-0.218280, -0.760843, -0.406736)  0.5334
N (1.723514, 1.397756, 0.302827)  -0.1623
C (-0.543696, 1.785274, 1.581519)  -0.4579
C (0.958138, -0.701378, -1.932684)  -1.2210
C (-0.345270, -2.302357, 0.767162)  -1.1973
C (-1.942329, -0.215084, -1.100907)  -1.0703
C (0.622752, 0.451550, 0.847315)  -0.3121
H (1.530589, 0.202211, -2.299860)  0.3404
H (-1.593246, 1.561199, 1.324199)  0.2392
H (1.543930, 2.309730, 0.664305)  0.1341
H (0.511613, -3.025405, 0.714475)  0.3841
H (-1.234586, -2.991413, 0.658459)  0.3579
H (-0.454779, -2.162340, 1.879961)  0.3577
H (1.769164, -1.377107, -1.677588)  0.4010
H (-0.389112, 1.788783, 2.622215)  0.4249
H (0.759692, -0.101763, 1.806920)  0.4422
H (-2.088438, 0.537406, -1.872975)  0.3609
H (1.432040, 1.394567, -0.706773)  0.3205
H (-2.485480, -1.059339, -1.603639)  0.3393
H (2.621410, 1.103294, 0.463472)  0.3361
H (0.601535, -1.254321, -2.865612)  0.3348
H (-2.556988, -0.009517, -0.172462)  0.2914

Forces on atoms 1 to 2 (eV/Å):
Cl 0.1160 -0.2198 -0.0895
Si -0.9027 0.2369 -1.0116

Computed properties:
charge = +1
DFT total energy = -27310.4570 eV
ΔE to the lowest compared entry with this formula, charge and spin = 237.7 kJ/mol
max |F| = 0.0944 hartree/bohr